C12H30N2O8SSn | ωB97M-V/def2-TZVPD

Element x y z (Å)
Sn (-1.820, -0.057, -0.844)
S (-3.670, -1.665, 1.901)
O (-2.929, -2.927, 2.141)
O (-4.720, -1.596, 2.905)
O (-2.866, -0.427, 1.863)
O (-4.225, -1.776, 0.563)
C (-0.024, -2.795, -3.266)
O (-0.848, -2.561, -2.144)
C (-1.150, -3.675, -1.268)
C (-0.174, -3.554, -0.059)
N (-0.551, -2.457, 0.813)
C (0.564, -2.112, 1.652)
C (0.291, -0.814, 2.497)
O (0.111, 0.289, 1.640)
C (-0.177, 1.515, 2.320)
H (0.003, -1.953, -3.957)
H (-0.397, -3.669, -3.800)
H (0.989, -3.007, -2.922)
H (-1.057, -4.663, -1.719)
H (-2.201, -3.584, -0.992)
H (0.851, -3.467, -0.419)
H (-0.155, -4.519, 0.447)
H (-1.301, -2.755, 1.420)
H (1.503, -1.936, 1.128)
H (0.715, -2.950, 2.333)
H (1.260, -0.606, 2.951)
H (-0.514, -0.803, 3.232)
H (-1.181, 1.653, 2.721)
H (-0.016, 2.283, 1.563)
H (0.550, 1.791, 3.083)
C (-2.739, 3.183, 0.698)
O (-2.094, 2.831, -0.541)
C (-1.340, 3.882, -1.073)
C (0.167, 3.590, -0.850)
N (0.627, 2.205, -1.228)
C (2.078, 2.159, -1.286)
C (2.705, 0.796, -0.992)
O (4.138, 0.955, -0.985)
C (4.957, -0.175, -0.630)
H (-2.127, 3.702, 1.436)
H (-3.077, 2.303, 1.245)
H (-3.605, 3.832, 0.565)
H (-1.555, 4.832, -0.583)
H (-1.680, 4.064, -2.092)
H (0.426, 3.935, 0.152)
H (0.712, 4.359, -1.398)
H (0.294, 1.835, -2.107)
H (2.486, 2.886, -0.584)
H (2.423, 2.468, -2.273)
H (2.335, 0.088, -1.733)
H (2.344, 0.367, -0.057)
H (4.613, -0.554, 0.333)
H (5.960, 0.179, -0.390)
H (5.092, -0.926, -1.408)

The frontier orbital gap (alpha / beta) comes out at 4.9 / 5.7 eV. The calculation puts the total energy at -1799.005511 Eh. Its multiplicity is 2. The expectation value of S² is 0.75. The value obtained for the energy above the lowest of the compared OMol25 structures with the same formula, charge and spin is 0.0 kcal/mol. The net charge is -1.